No. 1
16
Properties=species:S:1:pos:R:3:forces:R:3 method="wB97M-V/def2-TZVPD" e_above_lowest_kj_mol=272.3 smiles="O=CCNCO.O" spin_multiplicity=1 e_tot_ev=-10887.75909
O 0.550 0.055 -1.782 -0.7 -1.8 0.0
C 0.043 -1.070 -1.789 1.9 1.8 -1.7
C -0.837 -1.582 -0.718 0.6 1.1 2.2
N -0.016 -1.749 0.522 0.3 -1.2 0.6
C -0.198 -0.690 1.524 -1.4 -0.6 -1.4
O -0.183 0.464 0.757 -1.4 2.1 3.1
H 0.312 -1.727 -2.667 -0.4 0.2 0.6
H -1.275 -2.475 -1.021 -0.8 -1.7 -0.4
H -1.610 -0.820 -0.545 0.0 -0.3 0.0
H 0.068 -2.698 0.938 -0.4 1.0 -0.8
H -1.257 -0.696 1.931 1.1 -0.2 0.2
H 0.565 -0.756 2.324 -0.3 0.0 -0.5
H 0.328 0.420 -0.010 1.7 -0.3 -2.0
O 0.540 3.766 0.998 0.8 6.3 -2.3
H 1.172 3.843 0.257 -0.6 -0.3 0.7
H 0.509 2.928 1.249 -0.2 -6.1 1.6

---

No. 2
81
Properties=species:S:1:pos:R:3:forces:R:3 method="wB97M-V/def2-TZVPD" charge=+1 e_above_lowest_kj_mol=0.0 spin_multiplicity=3 e_tot_ev=-77429.21393
Au 0.745 0.897 1.607 0.4 -0.7 -0.1
C 3.326 0.597 -0.636 0.8 0.1 0.8
C 2.815 1.879 -0.356 0.3 -0.8 -0.4
C 3.063 0.731 1.660 -0.2 1.9 -0.3
C 3.500 -0.103 0.579 0.0 0.3 -1.3
C 2.600 2.008 1.076 -0.2 -1.6 0.9
C 3.953 0.172 -1.923 0.0 -0.2 -0.5
H 3.418 0.561 -2.801 0.2 -0.1 0.2
H 3.979 -0.923 -2.005 0.0 0.3 -0.1
H 4.999 0.528 -1.991 -0.5 -0.1 0.1
C 4.177 -1.399 0.733 0.1 -0.7 0.1
H 4.420 -1.868 -0.223 -0.1 0.2 0.1
H 3.541 -2.100 1.281 0.1 0.2 0.0
H 5.124 -1.302 1.280 -0.2 0.1 0.1
C 3.459 0.535 3.074 -0.2 -0.3 0.7
H 4.558 0.517 3.202 -0.4 0.0 -0.2
H 3.081 -0.439 3.419 0.3 0.4 -0.1
H 3.052 1.309 3.742 0.2 -0.2 -0.3
C 2.737 3.289 1.813 -0.1 0.7 0.2
H 3.792 3.566 1.949 -0.1 -0.1 -0.1
H 2.289 3.216 2.804 0.1 0.2 -0.1
H 2.241 4.096 1.266 0.1 0.0 0.2
C 2.713 2.959 -1.358 -0.2 0.5 -0.3
H 3.719 3.328 -1.617 -0.2 -0.1 0.1
H 2.128 3.820 -1.010 0.1 -0.2 0.0
H 2.272 2.602 -2.302 0.1 0.0 0.3
C 0.620 -2.463 -2.100 0.7 -0.1 -0.4
C 1.298 -1.795 -3.048 0.1 -0.2 0.7
C 0.924 -0.426 -3.509 -0.2 0.7 -0.7
C -0.600 -0.279 -3.875 0.5 0.1 -1.6
C -1.366 0.573 -2.976 -0.2 1.0 -0.7
C -1.746 0.264 -1.612 0.9 1.0 1.8
C -1.198 -1.000 -0.894 -0.5 -0.1 0.7
C -0.828 -2.253 -1.718 -0.2 -0.5 0.9
H 1.561 -0.109 -4.371 -0.6 -0.4 0.5
H -1.072 -1.268 -4.006 0.4 0.4 0.0
H 1.182 0.317 -2.715 -0.2 -0.5 -0.3
H -1.495 -2.403 -2.586 0.4 0.1 0.5
H 1.138 -3.241 -1.519 -0.4 0.0 -0.8
H 2.234 -2.168 -3.477 -0.1 0.0 0.8
H -1.077 -3.079 -1.027 0.2 0.2 -0.4
H -0.353 -0.700 -0.239 -0.2 -0.2 -0.5
H -1.338 1.108 -1.000 -0.5 -0.2 -0.1
H -1.965 -1.349 -0.168 0.5 0.4 -0.2
H -0.633 0.208 -4.871 0.0 -0.3 0.4
H -1.477 1.634 -3.232 0.0 -0.4 -0.1
P -3.556 0.353 -1.433 -1.2 -1.1 0.0
C -4.006 -1.357 -1.794 -0.5 -0.1 0.0
C -4.576 1.282 -2.634 0.2 0.3 -0.2
P -3.101 1.967 1.166 -1.4 1.0 0.3
C -4.204 0.761 0.233 0.3 -0.2 -0.2
C -3.594 3.496 0.224 0.6 0.0 -0.5
C -4.375 2.505 2.427 0.3 -0.5 0.6
H -3.760 -2.012 -0.950 -0.2 0.1 -0.3
H -3.469 -1.713 -2.683 -0.2 0.2 0.2
H -5.084 -1.375 -1.983 0.2 -0.2 0.0
H -5.634 0.980 -2.473 0.7 0.1 0.0
H -4.284 1.025 -3.666 -0.1 0.0 0.4
H -4.497 2.373 -2.526 0.0 -0.3 0.1
H -5.348 2.679 1.933 0.4 -0.1 0.3
H -4.004 3.455 2.853 -0.2 -0.5 -0.1
H -4.492 1.784 3.246 0.0 0.2 -0.2
H -4.281 -0.181 0.814 0.0 0.5 -0.3
H -5.216 1.195 0.079 0.5 -0.3 0.2
H -3.475 4.352 0.907 0.0 -0.3 -0.4
H -4.648 3.420 -0.091 0.4 0.1 0.1
H -2.950 3.666 -0.642 -0.1 0.1 -0.1
F 0.954 -0.974 4.664 -0.8 -0.2 -0.6
C 0.065 -1.659 3.894 0.0 -0.4 0.7
F -0.607 -2.506 4.719 0.5 0.9 -0.7
F -0.836 -0.760 3.406 0.4 -0.3 0.3
C 0.798 -2.378 2.706 -0.3 -2.0 -0.2
O 1.171 -1.582 1.725 -0.1 0.9 0.3
C 2.003 -3.266 3.310 0.5 0.0 0.4
F 2.578 -4.033 2.338 -0.6 0.7 0.9
F 2.983 -2.459 3.808 -0.5 -0.6 -0.5
F 1.645 -4.082 4.336 0.2 0.6 -0.9
C -0.190 -3.501 2.105 -0.1 -0.4 0.1
F -0.509 -4.517 2.954 0.2 0.9 -0.9
F -1.364 -2.914 1.721 0.5 -0.4 0.1
F 0.357 -4.071 0.990 -0.7 0.6 0.9

---

No. 3
18
Properties=species:S:1:pos:R:3:forces:R:3 method="wB97M-V/def2-TZVPD" e_above_lowest_kj_mol=108.8 smiles="CCC(C)=O.N=C=N" spin_multiplicity=1 e_tot_ev=-10374.17725
C -2.235 1.566 0.311 0.1 -0.2 0.1
C -1.784 0.118 0.172 0.0 0.6 0.1
C -0.279 -0.013 0.099 -0.3 -0.6 -0.1
C 0.217 -1.353 -0.381 0.4 0.1 0.1
O 0.468 0.877 0.414 0.2 0.4 0.1
H -1.959 2.134 -0.573 0.0 0.1 -0.1
H -3.311 1.620 0.443 -0.1 0.1 0.0
H -1.747 2.025 1.167 0.0 0.1 0.0
H -2.108 -0.455 1.048 0.0 -0.1 -0.1
H -2.227 -0.352 -0.707 0.0 -0.1 0.0
H 0.150 -1.380 -1.468 -0.1 0.0 -0.1
H -0.388 -2.162 0.019 -0.1 -0.1 0.0
H 1.261 -1.485 -0.101 0.0 0.0 0.0
N 4.711 1.009 -0.503 0.7 0.8 -0.4
C 4.108 0.205 0.158 0.2 -0.2 -0.1
N 3.725 -0.801 0.699 -0.5 -1.0 0.2
H 4.327 1.714 -1.099 -0.3 0.2 0.0
H 3.477 -0.915 1.659 -0.1 0.3 0.3

---

Copy entry 1 word for word.
16
Properties=species:S:1:pos:R:3:forces:R:3 method="wB97M-V/def2-TZVPD" e_above_lowest_kj_mol=272.3 smiles="O=CCNCO.O" spin_multiplicity=1 e_tot_ev=-10887.75909
O 0.550 0.055 -1.782 -0.7 -1.8 0.0
C 0.043 -1.070 -1.789 1.9 1.8 -1.7
C -0.837 -1.582 -0.718 0.6 1.1 2.2
N -0.016 -1.749 0.522 0.3 -1.2 0.6
C -0.198 -0.690 1.524 -1.4 -0.6 -1.4
O -0.183 0.464 0.757 -1.4 2.1 3.1
H 0.312 -1.727 -2.667 -0.4 0.2 0.6
H -1.275 -2.475 -1.021 -0.8 -1.7 -0.4
H -1.610 -0.820 -0.545 0.0 -0.3 0.0
H 0.068 -2.698 0.938 -0.4 1.0 -0.8
H -1.257 -0.696 1.931 1.1 -0.2 0.2
H 0.565 -0.756 2.324 -0.3 0.0 -0.5
H 0.328 0.420 -0.010 1.7 -0.3 -2.0
O 0.540 3.766 0.998 0.8 6.3 -2.3
H 1.172 3.843 0.257 -0.6 -0.3 0.7
H 0.509 2.928 1.249 -0.2 -6.1 1.6

---

Repeat the third record exactly.
18
Properties=species:S:1:pos:R:3:forces:R:3 method="wB97M-V/def2-TZVPD" e_above_lowest_kj_mol=108.8 smiles="CCC(C)=O.N=C=N" spin_multiplicity=1 e_tot_ev=-10374.17725
C -2.235 1.566 0.311 0.1 -0.2 0.1
C -1.784 0.118 0.172 0.0 0.6 0.1
C -0.279 -0.013 0.099 -0.3 -0.6 -0.1
C 0.217 -1.353 -0.381 0.4 0.1 0.1
O 0.468 0.877 0.414 0.2 0.4 0.1
H -1.959 2.134 -0.573 0.0 0.1 -0.1
H -3.311 1.620 0.443 -0.1 0.1 0.0
H -1.747 2.025 1.167 0.0 0.1 0.0
H -2.108 -0.455 1.048 0.0 -0.1 -0.1
H -2.227 -0.352 -0.707 0.0 -0.1 0.0
H 0.150 -1.380 -1.468 -0.1 0.0 -0.1
H -0.388 -2.162 0.019 -0.1 -0.1 0.0
H 1.261 -1.485 -0.101 0.0 0.0 0.0
N 4.711 1.009 -0.503 0.7 0.8 -0.4
C 4.108 0.205 0.158 0.2 -0.2 -0.1
N 3.725 -0.801 0.699 -0.5 -1.0 0.2
H 4.327 1.714 -1.099 -0.3 0.2 0.0
H 3.477 -0.915 1.659 -0.1 0.3 0.3